{"formula": "C5H8Cl2F2", "method": "ωB97M-V/def2-TZVPD", "species": ["C", "C", "C", "C", "C", "F", "F", "Cl", "Cl", "H", "H", "H", "H", "H", "H", "H", "H"], "positions_angstrom": [[1.22713, 1.96738, 1.01171], [-1.27757, -1.56193, -1.12498], [1.11723, 1.14870, -0.25174], [-1.77594, -0.96020, 0.17760], [-1.67008, 0.55718, -0.02786], [0.98623, 1.65732, -1.43911], [-3.13537, -1.21425, 0.56862], [-2.41404, 1.18521, -1.48812], [-1.74587, 1.51604, 1.40070], [1.70060, 2.85442, 0.79896], [1.58960, 1.06863, 1.69660], [0.15224, 2.15633, 1.38365], [-2.08414, -1.61207, -1.78562], [-0.52014, -0.88283, -1.58482], [-0.79282, -2.57675, -0.91433], [1.17761, 0.02506, -0.23477], [-1.18672, -1.08796, 1.15408]], "total_energy_ha": -1315.2591, "total_charge": 0, "homo_ha": [-0.283, -0.308], "orbital_gap_ev": [7.2, 9.0], "e_above_lowest_kcal_mol": 74.7, "fmax_ev_per_a": 5.675}